No. 1
Density functional theory data (ωB97M-V/def2-TZVPD) for a structure of composition C39H33Cl2F3N4O2PbSb in a non-equilibrium geometry.

Geometry as XYZ:
```
85
Properties=species:S:1:pos:R:3:mulliken_charge:R:1
Pb 0.6828 0.5227 0.7128 1.420
C 2.9782 2.8989 1.8761 -0.961
C 2.1034 3.7553 0.9407 -0.773
C 0.6874 3.8457 1.4384 0.474
C 0.2789 4.8927 2.2585 -0.956
C -1.0255 4.9260 2.7229 -0.538
C -1.8926 3.9068 2.3518 -0.905
C -1.4086 2.8959 1.5463 -0.394
N -0.1510 2.8662 1.1063 0.182
N 3.0246 1.4759 1.5295 0.885
C 3.3920 0.6797 2.7055 -1.540
C 3.1062 -0.7914 2.5528 0.793
C 3.7076 -1.7089 3.4032 -1.232
C 3.3815 -3.0492 3.2849 -0.643
C 2.4952 -3.4407 2.2933 -0.622
C 1.9405 -2.4626 1.4913 -0.221
N 2.2263 -1.1710 1.6291 0.621
C 3.9878 1.2224 0.4540 -1.307
C 3.4797 1.2439 -0.9616 0.830
C 4.3164 1.6861 -1.9826 -1.278
C 3.9254 1.5336 -3.3022 -0.606
C 2.7104 0.9167 -3.5645 -1.189
C 1.9270 0.5270 -2.4925 -0.326
N 2.2907 0.7034 -1.2255 0.571
H 2.5689 2.9901 2.8833 0.579
H 3.9986 3.3105 1.8886 0.390
H 2.1240 3.3522 -0.0726 0.082
H 2.5157 4.7638 0.9277 0.633
H 0.9819 5.6598 2.5423 0.501
H -1.3613 5.7278 3.3637 0.438
H -2.9057 3.8775 2.7138 0.486
H -2.0320 2.0617 1.2488 0.677
H 2.7970 1.0363 3.5493 0.614
H 4.4505 0.8204 2.9645 0.480
H 4.3986 -1.3664 4.1569 0.541
H 3.8054 -3.7743 3.9602 0.443
H 2.2305 -4.4769 2.1589 0.544
H 1.2242 -2.7083 0.7225 0.166
H 4.3737 0.2064 0.5863 0.493
H 4.8348 1.9166 0.5319 0.275
H 5.2679 2.1326 -1.7456 0.522
H 4.5601 1.8765 -4.1056 0.443
H 2.3789 0.7415 -4.5747 0.533
H 0.9705 0.0457 -2.6441 0.672
F -8.1019 -1.6448 -0.8002 -0.323
C -6.7722 -1.4581 -0.7772 0.226
C -6.2810 -0.1694 -0.6576 -0.602
C -4.9113 0.0157 -0.6216 -0.645
C -4.0524 -1.0699 -0.7061 0.319
C -4.5636 -2.3514 -0.8288 -0.079
C -5.9334 -2.5549 -0.8675 -0.719
Sb -1.9240 -0.6578 -0.6824 0.234
C -1.9162 0.0106 -2.7429 -0.077
C -2.5408 -0.6763 -3.7727 -0.226
C -2.5435 -0.1725 -5.0615 -0.696
C -1.8943 1.0244 -5.3078 0.218
F -1.8719 1.5170 -6.5584 -0.337
C -1.2650 1.7343 -4.3003 -0.630
C -1.2904 1.2195 -3.0160 -0.504
C -1.1689 -2.6425 -0.9860 0.500
C -1.3691 -3.5925 0.0064 -0.436
C -0.7306 -4.8187 -0.0516 -0.769
C 0.1293 -5.0677 -1.1079 0.289
F 0.8002 -6.2344 -1.1474 -0.360
C 0.3420 -4.1411 -2.1138 -0.779
C -0.3162 -2.9246 -2.0446 -0.465
H -6.9708 0.6576 -0.5912 0.452
H -4.5127 1.0182 -0.5317 0.382
H -3.8950 -3.1993 -0.8894 0.361
H -6.3530 -3.5444 -0.9653 0.482
H -3.0327 -1.6141 -3.5607 0.535
H -3.0392 -0.6840 -5.8711 0.467
H -0.7812 2.6719 -4.5271 0.526
H -0.8130 1.7717 -2.2096 0.441
H -2.0013 -3.3604 0.8510 0.497
H -0.8808 -5.5673 0.7101 0.486
H 1.0171 -4.3825 -2.9213 0.484
H -0.1568 -2.1874 -2.8226 0.310
Cl 0.1944 1.2674 3.7374 -0.067
C -0.9658 -0.0192 4.1023 0.097
Cl -2.6054 0.5424 3.7587 -0.147
C -0.5877 -1.2521 3.1859 0.176
O -0.1407 -2.2249 3.7460 -0.629
O -0.7699 -1.0467 1.9563 -0.331
H -0.8762 -0.2605 5.1633 0.543
```

As for the relative energy (zero: lowest compared OMol25 entry of this formula, charge and spin): 1.401 eV. Its charge is +1.

No. 2
Density functional theory data (ωB97M-V/def2-TZVPD) for a structure of composition C39H33Cl2HfO3P2 in a non-equilibrium geometry.

Geometry as XYZ:
```
80
Properties=species:S:1:pos:R:3:mulliken_charge:R:1
Hf -0.4974 -0.1128 0.0587 -0.410
P 0.3673 -1.8487 -1.5983 1.600
C 0.4300 -1.0808 1.5935 1.116
O 0.9047 -1.6765 2.5032 -0.155
P -0.2669 2.0834 1.3488 1.713
C 0.5148 -3.5135 -0.8462 0.531
C 1.8976 -1.6914 -2.5692 0.379
C -1.0216 -2.0048 -2.8043 0.725
C -1.9897 2.7493 1.4696 0.168
C 0.2272 1.9254 3.1017 0.166
C 0.7611 3.4043 0.6369 0.299
C -0.4589 -4.5026 -1.0535 -0.419
C -0.3257 -5.7436 -0.4325 -0.747
C 0.7570 -6.0027 0.4182 -0.550
C 1.6938 -4.9937 0.6612 -0.911
C 1.5679 -3.7457 0.0519 -0.268
H -1.3225 -4.2949 -1.6866 0.445
H -1.0815 -6.5100 -0.6033 0.458
H 0.8551 -6.9797 0.8994 0.443
H 2.5251 -5.1799 1.3458 0.456
H 2.2707 -2.9435 0.2899 0.556
C -2.3436 -2.0031 -2.3264 -0.175
C -3.4209 -2.0697 -3.2127 -0.915
C -3.1864 -2.2325 -4.5806 -0.708
C -1.8687 -2.2540 -5.0627 -0.769
C -0.7886 -2.1082 -4.1869 -0.788
H -2.5634 -1.9710 -1.2507 0.418
H -4.4429 -2.0036 -2.8245 0.427
H -4.0261 -2.3440 -5.2720 0.438
H -1.6782 -2.3818 -6.1312 0.458
H 0.2377 -2.0947 -4.5554 0.465
C 2.5585 -2.8297 -3.0532 -0.225
C 3.7301 -2.6868 -3.8030 -0.653
C 4.2576 -1.4148 -4.0637 -0.604
C 3.6060 -0.2823 -3.5565 -0.746
C 2.4335 -0.4079 -2.8098 -0.445
H 2.1648 -3.8238 -2.8352 0.497
H 4.2313 -3.5805 -4.1774 0.441
H 5.1740 -1.3144 -4.6533 0.430
H 4.0242 0.7061 -3.7519 0.433
H 1.9298 0.4812 -2.4093 0.210
C 1.3622 2.5903 3.6000 -0.647
C 1.7288 2.4135 4.9336 -0.679
C 1.0149 1.5436 5.7673 -0.679
C -0.0722 0.8377 5.2428 -0.799
C -0.4672 1.0193 3.9162 0.229
H 1.9463 3.2361 2.9410 0.474
H 2.5937 2.9476 5.3249 0.452
H 1.3154 1.4049 6.8103 0.433
H -0.6102 0.1289 5.8748 0.478
H -1.3042 0.4392 3.5081 0.254
C -2.9103 2.4932 0.4359 -0.468
C -4.2411 2.8708 0.5761 -0.688
C -4.6531 3.6290 1.6749 -0.593
C -3.7349 3.9199 2.6890 -0.724
C -2.4164 3.4621 2.6006 -0.092
H -2.5951 2.0172 -0.5042 0.352
H -4.9707 2.5833 -0.1910 0.445
H -5.6839 3.9928 1.7442 0.453
H -4.0411 4.4981 3.5642 0.458
H -1.7136 3.6462 3.4152 0.531
C 0.3034 4.7283 0.6157 -0.363
C 1.1265 5.7291 0.0956 -0.705
C 2.3835 5.4166 -0.4430 -0.597
C 2.8074 4.0834 -0.4657 -0.801
C 2.0075 3.0710 0.0686 -0.261
H -0.6906 4.9629 0.9989 0.407
H 0.7764 6.7605 0.1028 0.452
H 3.0187 6.2117 -0.8467 0.426
H 3.7744 3.8350 -0.9058 0.445
H 2.3348 2.0241 0.0324 0.423
H -3.3371 1.6799 -3.0326 -0.076
H -2.7388 2.0183 -3.3460 0.093
Cl -4.0905 0.0189 2.7682 -0.033
C -4.2233 -1.3458 1.6268 0.149
Cl -5.1078 -0.9566 0.1278 -0.092
C -2.8026 -1.5721 1.2314 0.304
O -2.1108 -2.5376 1.5198 -0.498
O -2.3668 -0.5204 0.5356 0.233
H -4.7033 -2.1839 2.1170 0.523
```

Its charge is +3.

No. 3
Density functional theory data (ωB97M-V/def2-TZVPD) for a structure of composition C39H33F12N4O4Pb in a non-equilibrium geometry.

Geometry as XYZ:
```
93
Properties=species:S:1:pos:R:3:mulliken_charge:R:1
Pb -0.2582 0.9241 1.2128 2.758
C -3.0976 -2.7125 0.1146 -0.041
C -2.1141 -3.7932 -0.1970 -1.816
C -0.8429 -3.7161 0.1878 -1.038
C -0.3187 -2.4993 0.8405 1.245
N -1.0311 -1.4629 1.0349 0.228
C -2.4048 -1.4270 0.5979 -2.035
C 1.1186 -2.4163 1.2470 0.127
C 1.8678 -3.5470 1.5270 -0.854
C 3.2048 -3.3816 1.8625 -1.202
C 3.7345 -2.1062 1.8948 -0.865
C 2.9014 -1.0226 1.6202 -0.025
N 1.6232 -1.1836 1.3116 0.892
C 3.3996 0.3807 1.6809 0.924
C 4.7309 0.6963 1.4358 -1.007
C 5.1352 2.0158 1.5469 -0.696
C 4.1999 2.9778 1.8891 -1.062
C 2.8875 2.5739 2.0782 0.040
N 2.4901 1.3095 1.9803 0.031
H -3.8569 -3.1214 0.7842 0.581
H -2.4727 -4.6871 -0.6960 0.387
H -0.1603 -4.5310 -0.0095 0.380
H -2.9608 -0.9324 1.3792 0.940
H 1.4198 -4.5300 1.5048 0.573
H 3.8221 -4.2378 2.1003 0.467
H 4.7699 -1.9533 2.1627 0.600
H 5.4355 -0.0655 1.1307 0.394
H 6.1654 2.2882 1.3586 0.436
H 4.4724 4.0187 1.9935 0.500
H 2.1147 3.3006 2.3081 0.316
C -4.8397 -3.3974 -2.7742 -1.751
C -3.6759 -2.5129 -2.4402 0.094
C -2.6752 -2.2486 -3.2824 -1.739
C -1.5708 -1.3806 -2.8844 0.158
C -1.5164 -0.7116 -1.7292 -0.796
N -0.2885 -0.0776 -1.2976 1.890
C 0.9692 -0.4516 -1.8364 -0.229
C 1.5069 -1.7212 -1.9679 -0.197
C 2.8317 -1.8338 -2.3701 -1.328
C 3.6248 -0.7234 -2.6624 0.507
C 5.0726 -0.8760 -3.0500 -1.558
C 3.0373 0.5365 -2.6009 -0.785
C 1.7177 0.6469 -2.2093 -0.287
C 0.8190 1.8462 -2.1084 0.792
O -0.2786 1.3912 -1.3487 -0.002
C 1.4193 3.0280 -1.3028 0.411
F 2.2537 2.5715 -0.3553 0.025
F 2.1044 3.8595 -2.0816 -0.311
F 0.4627 3.7188 -0.6805 -0.201
C 0.3539 2.3068 -3.5151 0.280
F 1.4008 2.4974 -4.3208 -0.296
F -0.3519 3.4331 -3.4545 -0.257
F -0.4146 1.3627 -4.0587 -0.176
C -2.6863 -0.7126 -0.7666 0.715
C -3.6790 -1.8822 -1.0794 -0.254
C -3.1934 0.7426 -0.5166 1.534
O -2.2851 1.3932 0.2409 -0.908
C -3.4000 1.4381 -1.9040 -0.317
F -3.9670 0.5778 -2.7739 -0.316
F -4.1804 2.5204 -1.8356 -0.349
F -2.2348 1.8253 -2.4235 0.003
C -4.6160 0.8280 0.1899 0.481
F -5.6399 0.5454 -0.6306 -0.266
F -4.7546 -0.0222 1.2378 -0.286
F -4.8076 2.0430 0.6843 -0.246
H -4.5754 -4.1481 -3.5175 0.486
H -5.6573 -2.7952 -3.1797 0.332
H -5.2261 -3.8994 -1.8849 0.382
H -2.6480 -2.6912 -4.2712 0.421
H -0.7235 -1.3202 -3.5553 0.665
H 0.9089 -2.6028 -1.7920 0.773
H 3.2604 -2.8241 -2.4754 0.428
H 5.3018 -1.9038 -3.3278 0.422
H 5.7268 -0.6011 -2.2197 0.239
H 5.3272 -0.2314 -3.8916 0.382
H 3.6019 1.4172 -2.8854 0.627
H -4.7011 -1.5903 -0.8477 0.929
C -0.9640 -0.5516 4.3378 -0.896
O -0.4742 0.6967 3.8529 -0.422
C -1.1046 1.8037 4.4988 -0.657
C -0.4554 3.0806 4.0454 -0.593
O -0.6668 3.2310 2.6520 -0.006
C -0.6756 4.5801 2.2006 -0.899
H -0.7829 -0.6377 5.4107 0.404
H -0.4242 -1.3378 3.8147 0.131
H -2.0362 -0.6520 4.1447 0.356
H -0.9932 1.7054 5.5827 0.427
H -2.1711 1.8157 4.2498 0.305
H 0.6168 3.0598 4.2678 0.276
H -0.9086 3.9106 4.5954 0.453
H -1.5105 5.1241 2.6467 0.374
H -0.7981 4.5571 1.1207 0.092
H 0.2602 5.0855 2.4539 0.353
```

As for the relative energy (zero: lowest compared OMol25 entry of this formula, charge and spin): 1.128 eV. Its charge is +1.

Number 1: E_tot -96012.0021 eV, gap between HOMO and LUMO 7.58 eV, highest occupied orbital energy -10.221 eV. Number 2: E_tot -92021.5644 eV, gap between HOMO and LUMO 4.37 eV, highest occupied orbital energy -16.849 eV. Number 3: E_tot -92980.4703 eV, gap between HOMO and LUMO 7.24 eV, highest occupied orbital energy -10.484 eV.